Model 1:
8 unconnected molecules or ions with the total composition C24H68N4O8, computed with wB97M-V/def2-TZVPD.

Lowest unoccupied orbital energy, eV: 0.2997
HOMO energy, Eh: -0.3403
Orbital gap, eV: 9.5586
Spin multiplicity: 1
SMILES string: COC[C@H](C)N.COC[C@H](C)N.COC[C@H](C)N.COC[C@H](C)N.CCO.CCO.CCO.CCO

The geometry in XYZ format:
```
104
C24H68N4O8 | the OMol25 dataset | wB97M-V/def2-TZVPD
C 4.75 -0.53 0.44
C 4.82 -1.62 -0.62
O 3.49 -1.94 -1.04
H 4.34 0.42 0.11
H 5.78 -0.36 0.78
H 4.23 -0.82 1.36
H 5.21 -2.48 -0.07
H 5.44 -1.35 -1.48
H 3.47 -2.78 -1.51
C -2.21 3.26 2.76
C -3.52 2.71 2.22
O -3.22 1.36 1.83
H -2.06 2.68 3.68
H -2.15 4.33 2.95
H -1.36 2.99 2.14
H -3.84 3.27 1.32
H -4.35 2.75 2.92
H -3.96 1.01 1.32
C 1.30 4.86 -2.60
C 2.59 4.09 -2.37
O 2.60 3.65 -1.01
H 1.22 5.15 -3.65
H 1.29 5.80 -2.03
H 0.43 4.27 -2.29
H 3.51 4.66 -2.50
H 2.58 3.22 -3.03
H 2.23 2.75 -0.98
C -2.38 6.46 -0.47
C -3.15 6.87 -1.70
O -3.23 8.28 -1.87
H -2.31 5.37 -0.39
H -2.90 6.73 0.45
H -1.38 6.88 -0.41
H -4.15 6.42 -1.66
H -2.72 6.45 -2.61
H -3.73 8.62 -1.12
C 5.58 -7.74 -0.57
C 5.22 -6.56 -1.49
C 4.48 -5.43 -0.77
O 3.27 -5.94 -0.29
C 2.40 -4.97 0.21
N 6.41 -6.06 -2.18
H 6.35 -7.45 0.15
H 5.94 -8.57 -1.17
H 4.72 -8.11 -0.01
H 4.57 -6.93 -2.29
H 4.34 -4.63 -1.50
H 5.15 -5.05 0.02
H 2.73 -4.40 1.09
H 1.45 -5.43 0.47
H 2.15 -4.20 -0.53
H 7.16 -5.92 -1.51
H 6.75 -6.82 -2.75
C 0.03 0.18 8.51
C -1.06 0.47 7.48
C -0.62 0.06 6.07
O 0.63 0.63 5.75
C 0.87 0.66 4.35
N -2.27 -0.27 7.89
H -0.23 0.68 9.44
H 0.97 0.57 8.13
H 0.19 -0.87 8.75
H -1.37 1.51 7.49
H -1.40 0.29 5.34
H -0.49 -1.04 6.10
H 0.11 1.24 3.82
H 0.88 -0.38 3.99
H 1.78 1.23 4.20
H -2.89 -0.45 7.11
H -2.02 -1.18 8.27
C -2.37 -2.36 -3.99
C -3.80 -1.87 -3.87
C -4.34 -1.11 -5.10
O -5.75 -0.93 -5.09
C -6.21 -0.06 -4.08
N -4.69 -2.92 -3.39
H -2.01 -2.78 -3.05
H -1.72 -1.51 -4.24
H -2.19 -3.05 -4.81
H -3.77 -1.14 -3.04
H -4.21 -1.76 -5.97
H -3.75 -0.22 -5.37
H -6.10 0.99 -4.37
H -5.65 -0.13 -3.14
H -7.27 -0.27 -3.91
H -5.64 -2.58 -3.33
H -4.75 -3.65 -4.10
C 0.71 -0.54 0.49
C 0.45 0.11 -0.86
C -0.72 1.08 -0.85
O -0.91 1.54 -2.18
C -2.17 2.16 -2.35
N 1.68 0.83 -1.23
H -0.27 -0.86 0.89
H 1.21 0.15 1.16
H 1.19 -1.51 0.41
H 0.35 -0.69 -1.61
H -0.61 1.88 -0.12
H -1.62 0.51 -0.58
H -2.95 1.40 -2.54
H -2.08 2.67 -3.30
H -2.46 2.86 -1.57
H 1.57 1.05 -2.22
H 2.41 0.13 -1.14
```

---

Model 2:
8 unconnected molecules or ions with the total composition C24H68N4O8, computed with wB97M-V/def2-TZVPD.

Lowest unoccupied orbital energy, eV: 0.2446
HOMO energy, Eh: -0.3330
Orbital gap, eV: 9.3052
Spin multiplicity: 1
SMILES string: COC[C@H](C)N.COC[C@H](C)N.COC[C@H](C)N.COC[C@H](C)N.CCO.CCO.CCO.CCO

The geometry in XYZ format:
```
104
C24H68N4O8 | the OMol25 dataset | wB97M-V/def2-TZVPD
C -6.59 -3.47 -3.42
C -6.57 -4.07 -2.03
C -5.11 -4.12 -1.29
O -5.24 -4.23 0.12
C -5.71 -5.48 0.60
N -7.47 -3.28 -1.18
H -6.41 -2.40 -3.53
H -7.45 -3.79 -4.02
H -5.74 -3.91 -3.95
H -7.06 -5.04 -1.98
H -4.65 -3.19 -1.62
H -4.48 -4.85 -1.80
H -6.09 -5.50 1.62
H -5.05 -6.33 0.44
H -6.62 -5.71 0.06
H -7.31 -2.29 -1.27
H -7.08 -3.53 -0.28
C -3.94 1.33 -7.27
C -2.87 0.41 -7.84
C -2.70 -0.82 -7.00
O -1.50 -1.46 -7.37
C -1.54 -2.92 -7.30
N -3.19 0.14 -9.25
H -3.72 1.38 -6.20
H -4.89 0.80 -7.35
H -4.17 2.29 -7.72
H -1.98 1.04 -7.87
H -3.56 -1.44 -7.29
H -2.70 -0.54 -5.95
H -1.88 -3.41 -8.22
H -2.10 -3.43 -6.52
H -0.53 -3.34 -7.22
H -2.40 -0.42 -9.55
H -3.28 0.91 -9.90
C -2.24 -0.36 7.48
C -1.58 -1.79 7.24
C -0.20 -1.74 6.47
O -0.40 -1.79 5.02
C -1.03 -2.85 4.37
N -1.41 -2.25 8.59
H -2.11 0.22 6.57
H -1.89 0.25 8.31
H -3.30 -0.49 7.72
H -2.32 -2.43 6.76
H 0.41 -2.53 6.89
H 0.30 -0.84 6.83
H -1.83 -3.25 4.99
H -0.36 -3.68 4.15
H -1.44 -2.64 3.39
H -2.18 -1.80 9.06
H -0.54 -1.85 8.91
C 1.34 6.12 -1.89
C 0.06 5.65 -2.61
C 0.39 4.95 -3.94
O 0.86 5.83 -4.92
C -0.11 6.74 -5.50
N -0.80 4.78 -1.79
H 1.97 5.29 -1.55
H 1.08 6.64 -0.97
H 1.92 6.70 -2.60
H -0.42 6.61 -2.77
H -0.49 4.43 -4.32
H 1.21 4.24 -3.83
H -0.69 7.27 -4.75
H -0.73 6.08 -6.09
H 0.40 7.36 -6.24
H -0.39 3.87 -1.64
H -0.75 5.11 -0.84
C 0.86 -0.44 -1.05
C 2.01 -0.14 -0.09
O 1.40 0.43 1.07
H 1.31 -0.86 -1.95
H 0.23 0.31 -1.52
H 0.15 -1.20 -0.71
H 2.81 0.38 -0.62
H 2.36 -1.08 0.33
H 1.03 -0.23 1.67
C 3.27 5.06 5.21
C 1.91 5.57 4.86
O 1.34 5.04 3.67
H 3.17 4.01 5.49
H 3.71 5.52 6.09
H 3.84 5.20 4.29
H 1.82 6.65 4.85
H 1.24 5.20 5.63
H 1.64 4.12 3.61
C 7.96 0.86 1.66
C 9.35 0.68 0.95
O 10.08 1.88 0.98
H 8.17 1.27 2.65
H 7.27 0.02 1.54
H 7.44 1.69 1.18
H 9.26 0.30 -0.07
H 9.98 -0.10 1.37
H 10.84 1.73 0.41
C 5.18 -4.08 4.75
C 6.58 -4.12 5.31
O 7.39 -5.13 4.66
H 4.90 -3.85 3.72
H 4.68 -3.36 5.40
H 4.73 -5.03 5.03
H 6.65 -4.31 6.37
H 7.10 -3.23 4.94
H 7.19 -5.95 5.12
```

---

model 1 has the most favorable energy; the next structure is 0.1537 hartree above.